Below is a cluster of 8 separate species, C35H83N7O11 in total, with properties calculated with ωB97M-V with the def2-TZVPD basis set.

Geometry as XYZ:
```
136
Properties=species:S:1:pos:R:3
C -1.59 -1.32 5.94
O -1.76 -2.53 5.73
N -1.45 -0.84 7.24
N -1.40 -0.31 4.95
H -0.84 -0.08 7.47
H -1.64 -1.51 7.98
H -1.79 0.56 5.30
H -1.71 -0.67 4.08
C -5.20 -2.15 0.38
O -4.17 -1.71 -0.19
N -5.54 -1.67 1.63
N -5.88 -3.24 -0.14
H -6.36 -2.02 2.09
H -5.06 -0.83 1.96
H -6.54 -3.79 0.38
H -5.73 -3.59 -1.14
C -2.64 1.82 -0.94
C -1.51 2.53 -1.68
O -0.25 2.07 -1.28
O -2.79 0.51 -1.49
H -3.57 2.38 -1.05
H -2.32 1.83 0.11
H -1.57 3.56 -1.31
H -1.60 2.55 -2.76
H 0.04 1.44 -1.98
H -3.46 0.04 -1.00
C -2.92 -2.88 -3.38
C -4.38 -3.14 -3.16
O -4.55 -4.32 -2.50
O -2.20 -3.02 -2.16
H -2.79 -1.90 -3.83
H -2.51 -3.66 -4.02
H -4.87 -3.27 -4.17
H -4.81 -2.33 -2.53
H -3.77 -4.35 -1.89
H -2.45 -2.28 -1.61
C -0.40 -0.75 0.16
C -1.22 -1.18 1.30
O -1.92 -0.07 1.88
O 0.56 0.18 0.53
H -0.97 -0.30 -0.61
H 0.09 -1.61 -0.34
H -0.49 -1.56 2.13
H -2.00 -1.86 1.01
H -1.21 0.57 2.00
H 0.16 1.03 0.17
C 5.14 -0.97 -4.85
C 4.20 -1.41 -3.73
C 3.90 -0.36 -2.66
C 3.08 0.80 -3.13
C 1.79 0.22 -3.70
C 1.97 -0.78 -4.83
N 2.87 -1.82 -4.30
O 3.19 -2.79 -5.37
C 0.62 -1.50 -5.11
C 2.38 -0.20 -6.21
C 4.88 -2.63 -3.10
H 5.18 -1.67 -5.68
H 6.18 -0.71 -4.49
H 4.77 0.00 -5.18
H 3.27 -0.91 -1.95
H 4.82 -0.05 -2.11
H 3.64 1.40 -3.85
H 2.94 1.52 -2.29
H 1.10 1.02 -4.11
H 1.35 -0.40 -2.92
H -0.28 -0.93 -4.84
H 0.63 -1.74 -6.20
H 0.50 -2.43 -4.53
H 3.10 0.65 -6.14
H 2.82 -1.08 -6.67
H 1.49 0.08 -6.82
H 5.19 -3.31 -3.93
H 4.12 -3.16 -2.49
H 5.71 -2.47 -2.47
H 2.41 -3.33 -5.25
C 3.91 -3.07 3.53
C 2.57 -2.52 2.98
C 2.58 -2.30 1.50
C 2.71 -3.60 0.69
C 1.51 -4.47 1.09
C 1.43 -4.65 2.58
N 1.40 -3.36 3.24
O 1.33 -3.68 4.66
C 0.10 -5.32 2.96
C 2.47 -5.72 3.07
C 2.41 -1.18 3.66
H 4.16 -3.98 3.04
H 3.92 -3.28 4.62
H 4.78 -2.41 3.29
H 1.67 -1.78 1.25
H 3.41 -1.64 1.22
H 3.69 -4.10 0.78
H 2.55 -3.35 -0.32
H 1.66 -5.46 0.65
H 0.58 -4.09 0.59
H -0.14 -6.07 2.19
H 0.13 -5.75 3.97
H -0.82 -4.69 2.93
H 2.15 -6.71 2.79
H 3.45 -5.68 2.56
H 2.55 -5.73 4.17
H 3.05 -0.42 3.21
H 2.61 -1.25 4.72
H 1.39 -0.73 3.64
H 0.48 -3.30 4.94
C -1.77 4.15 1.47
C -0.91 5.31 2.02
C 0.43 5.33 1.29
C 0.38 5.70 -0.19
C -0.30 7.04 -0.32
C -1.72 7.09 0.34
N -1.53 6.62 1.75
O -2.69 6.75 2.59
C -2.15 8.60 0.31
C -2.77 6.30 -0.45
C -0.62 5.19 3.53
H -2.81 4.38 1.55
H -1.61 3.93 0.44
H -1.61 3.22 1.94
H 1.08 6.01 1.86
H 0.86 4.32 1.43
H 1.45 5.64 -0.53
H -0.24 4.99 -0.75
H -0.44 7.32 -1.36
H 0.37 7.78 0.11
H -3.13 8.81 0.74
H -2.21 8.94 -0.74
H -1.39 9.15 0.84
H -3.08 6.91 -1.25
H -3.74 6.33 0.10
H -2.61 5.26 -0.77
H -1.54 5.09 4.13
H 0.01 4.29 3.58
H -0.05 6.11 3.80
H -3.35 6.34 2.02
```

Values from the calculation:
Structure (SMILES): CC1(C)CCCC(C)(C)N1O.CC1(C)CCCC(C)(C)N1O.CC1(C)CCCC(C)(C)N1O.NC(N)=O.NC(N)=O.OCCO.OCCO.OCCO
HOMO level in eV: -8.41
Total charge: 0
HOMO-LUMO gap in Eh: 0.32184

Results of the Mulliken charge analysis, in e, for atoms 1 through 4: atom 1 (C): 0.598, atom 2 (O): -0.640, atom 3 (N): -0.463, atom 4 (N): -0.294